The following is a quantum chemistry calculation of an isolated molecule of C2H4OSe at a distorted geometry, from the Open Molecules 2025 dataset.

Last column: Löwdin charge in e.
Cartesian coordinates (Å):
O 0.358 -1.826 -0.064  -0.032
C -0.555 -1.080 0.008  -0.333
C -0.318 0.490 -0.050  -0.393
Se 1.689 0.520 -0.236  0.842
H -1.509 -1.551 0.096  0.107
H -0.848 0.836 -0.882  0.039
H -0.723 0.858 0.790  0.016
H 1.906 1.754 0.337  -0.245

Lowest unoccupied orbital energy, eV: 0.843
E_HOMO, eV: -8.860
Total charge: 0
Kohn-Sham gap, Eh: 0.357

---

The following is a quantum chemistry calculation of C22H52AsCl8F6N4O6 as an isolated structure at a distorted geometry, from the Open Molecules 2025 dataset.

Last column: Löwdin charge in e.
Cartesian coordinates (Å):
As -0.224 0.214 0.473  0.835
F 1.450 0.173 1.127  -0.314
F -0.115 1.986 0.274  -0.305
F -1.913 0.209 -0.240  -0.332
F -0.248 -1.567 0.556  -0.309
F -0.905 0.331 2.062  -0.271
F 0.354 0.026 -1.187  -0.304
Cl -6.341 4.215 -3.824  0.518
C -5.106 4.451 -5.083  -0.673
C -5.632 4.500 -6.557  -0.606
Cl -6.843 5.824 -6.655  0.501
H -4.368 3.661 -4.943  0.067
H -4.584 5.350 -4.754  0.056
H -6.081 3.527 -6.756  0.068
H -4.846 4.733 -7.275  0.068
Cl -0.929 8.226 3.392  0.557
C -2.170 8.754 2.262  -0.686
C -3.112 7.599 1.924  -0.680
Cl -4.137 7.110 3.301  0.529
H -1.721 9.056 1.317  0.071
H -2.775 9.571 2.656  0.069
H -2.615 6.705 1.546  0.069
H -3.722 7.853 1.057  0.070
Cl -1.905 -8.510 -5.021  0.538
C -1.748 -7.255 -3.796  -0.672
C -3.029 -6.393 -3.638  -0.598
Cl -3.320 -5.303 -5.087  0.473
H -0.863 -6.653 -4.003  0.069
H -1.574 -7.800 -2.868  0.064
H -3.034 -5.715 -2.784  0.066
H -3.923 -7.003 -3.508  0.060
Cl -2.843 2.729 8.647  0.549
C -2.548 1.728 7.229  -0.666
C -2.591 0.269 7.660  -0.769
Cl -1.181 -0.237 8.460  0.609
H -1.531 1.883 6.869  0.064
H -3.258 1.987 6.443  0.077
H -2.754 -0.388 6.805  0.075
H -3.445 0.071 8.307  0.061
C 5.579 0.594 -3.367  -0.048
C 5.764 -0.544 -4.359  -0.555
C 6.947 -1.370 -4.193  -0.074
O 4.733 -1.483 -4.267  -0.051
H 4.694 1.195 -3.575  0.082
H 6.501 1.163 -3.247  0.083
H 5.381 0.115 -2.409  0.084
H 5.562 -0.061 -5.315  0.131
H 6.989 -1.732 -3.166  0.092
H 7.838 -0.747 -4.271  0.080
H 7.042 -2.216 -4.874  0.089
H 4.080 -1.207 -3.619  0.088
C -1.401 -8.122 4.526  -0.043
C -0.551 -7.005 3.975  -0.565
C 0.942 -7.237 4.090  -0.068
O -0.881 -6.810 2.680  -0.032
H -2.423 -7.743 4.566  0.080
H -1.156 -8.357 5.562  0.079
H -1.350 -9.048 3.954  0.086
H -0.621 -6.037 4.471  0.134
H 1.208 -6.961 5.110  0.074
H 1.544 -6.550 3.496  0.077
H 1.342 -8.246 3.987  0.076
H -0.429 -6.078 2.254  0.102
O -6.817 -4.671 2.957  0.017
C -6.692 -3.644 2.301  -0.618
N -5.436 -3.168 2.101  0.150
C -7.806 -2.836 1.760  -0.017
H -4.699 -3.816 2.341  0.108
H -5.163 -2.498 1.397  0.105
H -8.328 -2.377 2.599  0.087
H -8.539 -3.547 1.379  0.087
H -7.536 -2.037 1.069  0.080
O -0.029 3.490 -8.709  0.022
C 0.924 3.322 -7.963  -0.657
N 1.213 2.123 -7.509  0.160
C 1.782 4.424 -7.478  -0.011
H 0.603 1.371 -7.795  0.119
H 1.764 1.936 -6.684  0.110
H 2.339 4.746 -8.357  0.092
H 2.499 4.058 -6.743  0.073
H 1.186 5.214 -7.020  0.091
O 5.002 7.849 -0.781  0.001
C 4.439 6.907 -0.221  -0.602
N 3.238 6.501 -0.553  0.161
C 5.188 6.130 0.908  -0.008
H 2.690 7.095 -1.158  0.119
H 2.814 5.691 -0.122  0.116
H 6.270 6.223 0.818  0.073
H 4.947 5.067 0.880  0.067
H 4.931 6.485 1.906  0.074
O 5.604 -3.030 6.354  -0.013
C 5.331 -2.488 5.264  -0.586
N 4.368 -1.566 5.227  0.155
C 6.083 -2.877 4.001  -0.014
H 3.978 -1.341 6.131  0.114
H 3.881 -1.292 4.386  0.114
H 5.585 -3.688 3.469  0.080
H 7.132 -3.100 4.198  0.081
H 6.055 -2.082 3.256  0.069

Lowest unoccupied orbital energy, eV: 1.641
E_HOMO, eV: -8.150
Total charge: -1
Kohn-Sham gap, Eh: 0.360

---

The following is a quantum chemistry calculation of a 2-piece molecular cluster, C3H9NO3 overall at a distorted geometry, from the Open Molecules 2025 dataset.

Last column: Löwdin charge in e.
Cartesian coordinates (Å):
N -0.981 0.172 -1.881  -0.017
C -1.077 -0.005 -0.414  -0.260
C -0.823 1.359 0.243  -0.114
C -0.842 1.167 1.727  -0.525
O -1.671 1.481 2.536  0.117
O 0.266 0.455 2.102  0.068
H -1.474 -0.497 -2.444  0.052
H -0.017 -0.051 -2.137  0.066
H -2.103 -0.284 -0.147  0.122
H -0.367 -0.794 -0.109  0.115
H -1.631 2.067 0.011  0.127
H 0.083 1.808 -0.186  0.127
H 0.690 0.636 2.951  0.122
O 3.444 -2.187 -0.619  -0.058
H 3.247 -2.367 -1.542  0.030
H 3.256 -2.961 -0.089  0.028

Lowest unoccupied orbital energy, eV: 0.557
E_HOMO, eV: -9.686
Total charge: 0
Kohn-Sham gap, Eh: 0.376

---

The following is a quantum chemistry calculation of an isolated ion of composition C3H3ClNO and charge +1 at a distorted geometry, from the Open Molecules 2025 dataset.

Last column: Löwdin charge in e.
Cartesian coordinates (Å):
C 0.568 -0.060 -0.061  -0.162
C -0.449 -0.263 -1.158  -0.004
C 0.490 1.213 0.556  -0.679
N 0.608 0.147 -1.671  0.277
O -0.212 2.062 -0.158  0.126
Cl 1.210 1.595 2.014  0.950
H 1.053 -0.932 0.432  0.158
H -1.529 -0.150 -1.179  0.164
H -0.142 3.013 -0.003  0.170

Lowest unoccupied orbital energy, eV: -6.246
E_HOMO, eV: -16.133
Total charge: +1
Kohn-Sham gap, Eh: 0.363